{
  "formula": "C5H13OP",
  "method": "the ωB97M-V functional and the def2-TZVPD basis",
  "species": ["C", "P", "O", "H", "H", "H", "H", "H", "C", "C", "C", "C", "H", "H", "H", "H", "H", "H", "H", "H"],
  "xyz": [[-1.06031, 2.09963, 0.72672], [-1.76441, 3.31776, -0.58485], [-2.77193, 2.61795, -1.44277], [-1.99992, 2.26564, 1.28521], [-0.22029, 2.52707, 1.32759], [-0.80736, 1.06209, 0.35988], [-2.27088, 4.46970, 0.16347], [-0.65698, 3.80397, -1.31693], [0.07565, -1.40248, 0.67432], [1.23746, -1.39389, 0.04481], [1.54442, -2.39272, -0.98791], [2.31826, -0.31945, 0.38793], [-0.08200, -0.70438, 1.48820], [-0.66941, -2.14443, 0.59977], [1.58890, -3.35675, -0.50663], [2.41228, -2.19455, -1.76273], [0.55326, -2.48176, -1.58077], [3.10302, -0.30257, -0.47547], [1.82177, 0.67895, 0.47288], [2.94708, -0.52716, 1.17908]],
  "forces_ev_per_angstrom": [[-0.38, 1.87, -0.63], [0.40, -1.82, -0.13], [0.44, 0.79, 0.63], [0.51, -1.35, 0.58], [-0.66, -0.23, -0.54], [-0.79, 1.34, 0.24], [0.59, -0.85, -0.39], [-0.13, 0.31, 0.19], [0.65, 0.91, 1.20], [1.38, 1.67, 0.77], [-1.00, -0.44, -3.05], [-0.85, 0.32, -3.97], [-0.04, 0.10, -0.01], [-0.73, -0.77, -0.60], [0.73, -0.52, -0.08], [-1.69, -0.36, 1.92], [1.73, 0.03, 0.42], [-1.61, 0.32, 1.12], [0.68, -0.75, 0.09], [0.77, -0.58, 2.24]],
  "gap_ev": 10.19,
  "spin_multiplicity": 1,
  "charge": 0,
  "lumo_ev": 0.82,
  "e_homo_ev": -9.4,
  "de_lowest_kcal_mol": 45.0,
  "smiles": "C[PH2]=O.C=C(C)C"
}

---

{
  "formula": "C5H13P",
  "method": "the ωB97M-V functional and the def2-TZVPD basis",
  "species": ["C", "C", "C", "C", "C", "P", "H", "H", "H", "H", "H", "H", "H", "H", "H", "H", "H", "H", "H"],
  "xyz": [[-2.48875, 1.10381, -0.31370], [-1.72730, -1.25391, -1.05846], [-1.38328, -0.35624, 1.23386], [4.85905, 0.36792, 0.23560], [-1.36030, 0.05018, -0.22683], [0.23508, 0.80933, -0.84552], [-3.21292, 0.85569, 0.34533], [-2.15042, 2.11954, -0.19933], [-3.09879, 1.00056, -1.28568], [-1.05800, -1.29997, -1.89045], [-2.73649, -1.16489, -1.43816], [-1.71198, -2.18316, -0.52300], [-0.94914, -1.37019, 1.34128], [-0.58458, 0.23291, 1.84618], [-2.25446, -0.19540, 1.87093], [4.98849, 1.20756, 0.93692], [3.85752, 0.03698, 0.24790], [5.21098, 0.44740, -0.81661], [5.56530, -0.40811, 0.53972]],
  "forces_ev_per_angstrom": [[0.60, -0.08, -4.39], [-0.21, 1.57, -0.01], [3.95, 0.28, 2.51], [1.97, -0.21, -0.44], [-1.34, -0.67, -0.04], [-0.44, -0.40, 0.36], [-2.14, -0.47, 2.61], [0.01, 0.38, 0.14], [1.36, 0.53, 0.88], [0.31, -0.39, -0.76], [-0.27, 0.11, -0.25], [0.42, -0.27, 0.56], [-0.68, 0.30, 0.13], [-1.15, -0.53, -0.99], [-0.41, -0.35, -0.74], [0.06, -0.01, -0.88], [-1.05, -0.53, 0.08], [-0.54, 1.04, 0.62], [-0.45, -0.28, 0.62]],
  "gap_ev": [7.13, 7.12],
  "spin_multiplicity": 1,
  "charge": 0,
  "lumo_ev": [-1.06, -1.04],
  "e_homo_ev": [-8.2, -8.2],
  "de_lowest_kcal_mol": 74.8
}

---

{
  "formula": "C5H13S",
  "method": "the ωB97M-V functional and the def2-TZVPD basis",
  "species": ["C", "C", "H", "H", "H", "H", "H", "H", "C", "C", "C", "S", "H", "H", "H", "H", "H", "H", "H"],
  "xyz": [[-1.35801, 0.16129, 2.39572], [-2.63521, 0.86218, 1.88959], [-0.56318, 0.88018, 2.56049], [-1.03894, -0.48311, 1.61704], [-1.53537, -0.45373, 3.31069], [-2.43897, 1.25430, 0.86499], [-3.50830, 0.23032, 1.83153], [-2.90854, 1.68522, 2.63059], [2.52552, 0.15604, -1.99563], [1.73113, -0.95347, -1.29714], [0.20976, -0.63512, -1.38953], [-0.11752, 0.94068, -0.54074], [2.09097, 0.36420, -2.93927], [3.62485, -0.17548, -2.06848], [2.37453, 1.07851, -1.44888], [2.01745, -1.91923, -1.71266], [1.93066, -0.98190, -0.21071], [-0.39130, -1.43862, -1.00203], [-0.00952, -0.57227, -2.49558]],
  "forces_ev_per_angstrom": [[-1.28, -0.15, 0.75], [0.42, 1.40, 0.83], [0.07, 0.02, 0.06], [0.59, -0.65, -0.63], [0.05, 0.53, -0.38], [-0.08, -0.03, 0.85], [-0.20, -0.55, 0.03], [0.22, -0.67, -1.11], [1.51, -1.11, 1.29], [-0.75, 0.49, 0.53], [1.10, 0.49, -1.35], [-0.28, 0.11, -0.36], [-0.17, -0.10, -1.34], [-1.42, 0.84, -0.08], [0.42, 0.12, 0.30], [-0.21, -0.32, -0.20], [0.33, 0.05, -0.38], [-0.25, -0.50, 0.34], [-0.08, 0.02, 0.84]],
  "gap_ev": 6.51,
  "spin_multiplicity": 1,
  "charge": -1,
  "lumo_ev": 4.20,
  "e_homo_ev": -2.3,
  "de_lowest_kcal_mol": 10.0
}

---

{
  "formula": "C5H14",
  "method": "the ωB97M-V functional and the def2-TZVPD basis",
  "species": ["C", "C", "H", "H", "H", "H", "H", "H", "C", "C", "C", "H", "H", "H", "H", "H", "H", "H", "H"],
  "xyz": [[-1.85644, 0.52659, -2.31979], [-2.07314, 0.88179, -0.84636], [-2.79124, 0.52805, -2.88849], [-1.13454, 1.12805, -2.87813], [-1.46237, -0.49428, -2.41390], [-2.50938, 1.86838, -0.70266], [-1.09427, 0.95988, -0.37023], [-2.70233, 0.08805, -0.44901], [1.33127, -0.52934, 0.51614], [2.37815, 0.29434, 1.27314], [0.35332, -1.24379, 1.46047], [0.89439, 0.04951, -0.29773], [1.81517, -1.29576, -0.10552], [2.02708, 0.47831, 2.28626], [-0.70444, -1.23364, 1.17561], [0.72218, -2.26823, 1.50221], [2.72228, 1.20248, 0.78174], [3.30336, -0.29139, 1.40384], [0.29430, -0.76249, 2.43564]],
  "forces_ev_per_angstrom": [[-0.01, -0.35, -0.51], [0.61, 0.28, -0.87], [-0.04, 0.09, 0.05], [-0.06, 0.34, 0.29], [-0.07, 0.00, 0.21], [-0.38, -0.02, -0.09], [-0.17, -0.41, 0.38], [0.05, 0.12, 0.55], [0.22, 0.04, -0.79], [0.74, -0.84, 0.10], [-0.21, 0.19, -0.38], [-0.61, 0.36, 0.51], [0.21, -0.02, 0.36], [-0.01, 0.51, -0.04], [0.23, -0.19, -0.64], [-0.40, -0.14, 0.64], [-0.38, 0.22, -0.04], [-0.18, -0.03, 0.04], [0.47, -0.16, 0.21]],
  "gap_ev": [2.59, 11.71],
  "s2": 0.750,
  "spin_multiplicity": 2,
  "charge": -1,
  "lumo_ev": [4.15, 4.14],
  "e_homo_ev": [1.6, -7.6],
  "de_lowest_kcal_mol": 11.7
}

---

{
  "formula": "C5H14",
  "method": "the ωB97M-V functional and the def2-TZVPD basis",
  "species": ["C", "C", "C", "H", "H", "H", "H", "H", "H", "H", "H", "C", "C", "H", "H", "H", "H", "H", "H"],
  "xyz": [[0.95993, -0.44568, -1.89876], [-0.54989, -0.39937, -1.61136], [-1.05655, 0.99727, -1.17890], [1.04200, 0.07935, -2.85001], [1.31401, -1.47279, -1.98923], [1.50912, 0.02324, -1.09429], [-1.07878, -0.83491, -2.46712], [-0.84207, -1.11485, -0.83237], [-1.10406, 0.98951, -0.09547], [-0.32614, 1.74224, -1.49802], [-1.99801, 1.19647, -1.68198], [0.78339, 0.47057, 2.20214], [-0.20568, -0.67535, 2.29645], [1.22420, 0.76292, 1.24060], [0.30249, 1.45205, 2.35374], [1.56821, 0.53215, 2.95329], [-0.15142, -1.29922, 3.17460], [-0.08726, -1.40056, 1.47395], [-1.17526, -0.26576, 2.00342]],
  "forces_ev_per_angstrom": [[-1.20, -0.22, -0.04], [-0.22, -0.80, 0.46], [0.71, -0.93, -0.84], [0.75, 0.07, 0.08], [0.03, 0.05, -0.19], [0.29, 0.32, 0.01], [0.02, 0.56, -0.20], [0.34, 0.09, 0.15], [-0.36, 0.42, 0.07], [-0.13, 0.18, 0.05], [-0.23, 0.27, 0.44], [0.28, 2.16, 0.24], [0.06, -0.26, -2.20], [0.13, -1.18, -0.15], [-0.50, -0.38, 0.47], [0.21, -0.63, -0.04], [-0.36, 0.42, 0.57], [0.52, 0.13, 0.15], [-0.34, -0.26, 0.96]],
  "gap_ev": 12.26,
  "spin_multiplicity": 1,
  "charge": 0,
  "lumo_ev": 1.18,
  "e_homo_ev": -11.1,
  "de_lowest_kcal_mol": 15.8,
  "smiles": "CCC.CC"
}

---

{
  "formula": "C5H14",
  "method": "the ωB97M-V functional and the def2-TZVPD basis",
  "species": ["C", "C", "C", "H", "H", "H", "H", "H", "H", "H", "H", "C", "C", "H", "H", "H", "H", "H", "H"],
  "xyz": [[0.75514, 0.20411, 1.17358], [0.81655, -1.19963, 1.77114], [1.70093, -2.13611, 0.93748], [-0.09472, 0.25202, 0.48044], [1.59422, 0.56712, 0.58310], [0.45817, 0.94473, 1.91954], [1.25615, -1.15621, 2.77041], [-0.18211, -1.62064, 1.83335], [1.27419, -2.17504, -0.07732], [2.70697, -1.73487, 0.87478], [1.57088, -3.17426, 1.23947], [-2.06328, 1.76390, -1.29314], [-1.10198, 1.21165, -2.36543], [-2.81958, 1.03256, -1.03089], [-1.49945, 2.16405, -0.44602], [-2.51363, 2.68398, -1.66598], [-0.86944, 2.01137, -3.07038], [-0.21390, 0.73574, -1.96706], [-1.61009, 0.47667, -2.99685]],
  "forces_ev_per_angstrom": [[-1.53, 0.31, -0.25], [1.18, -0.02, -0.16], [-1.54, 0.18, -0.81], [0.14, -0.15, -0.15], [0.42, -0.25, 0.38], [0.42, 0.06, 0.11], [-0.25, 0.00, 0.12], [-0.15, 0.04, 0.21], [0.32, 0.31, -0.03], [0.26, -0.48, 0.11], [0.74, 0.01, 0.48], [0.86, 0.62, -0.45], [-0.90, 0.14, -0.47], [-0.04, 0.13, 0.40], [-0.12, -0.61, 0.29], [-0.53, -0.27, -0.23], [0.55, -0.02, 0.19], [0.19, 0.11, 0.06], [0.00, -0.10, 0.19]],
  "gap_ev": 12.40,
  "spin_multiplicity": 1,
  "charge": 0,
  "lumo_ev": 1.12,
  "e_homo_ev": -11.3,
  "de_lowest_kcal_mol": 9.4,
  "smiles": "CCC.CC"
}

---

{
  "formula": "C5H14",
  "method": "the ωB97M-V functional and the def2-TZVPD basis",
  "species": ["C", "C", "C", "H", "H", "H", "H", "H", "H", "H", "H", "C", "C", "H", "H", "H", "H", "H", "H"],
  "xyz": [[-1.19289, 1.02495, -0.73034], [-0.50141, 2.35900, -0.44558], [0.13748, 2.45208, 0.94780], [-0.54718, 0.33368, -1.27551], [-2.03539, 1.16948, -1.40045], [-1.47119, 0.47220, 0.16725], [0.31997, 2.45586, -1.16646], [-1.12372, 3.19862, -0.66487], [-0.61057, 2.25938, 1.70486], [0.99563, 1.78200, 0.98679], [0.54324, 3.44206, 1.07026], [0.54002, -3.35376, -0.05632], [0.81692, -1.87676, 0.21221], [-0.54158, -3.50918, -0.08967], [0.98693, -3.78574, -0.94801], [0.85507, -3.96585, 0.78581], [1.66293, -1.77559, 0.89586], [-0.03168, -1.35505, 0.63648], [1.19742, -1.32740, -0.63010]],
  "forces_ev_per_angstrom": [[0.22, -0.20, -0.41], [1.29, -0.75, -0.13], [-0.16, 0.06, -1.07], [0.22, 0.12, 0.07], [-0.38, -0.06, 0.21], [-0.37, 0.28, 0.07], [-0.08, 0.07, -0.01], [-0.74, 0.52, 0.18], [0.09, -0.17, 0.40], [-0.22, -0.31, 0.36], [0.07, 0.50, 0.29], [-0.75, -0.13, 0.46], [1.09, -0.21, 0.37], [0.06, -0.10, -0.37], [0.07, 0.25, -0.11], [0.20, -0.03, 0.08], [-0.18, -0.05, 0.35], [-0.09, 0.04, 0.03], [-0.35, 0.18, -0.77]],
  "gap_ev": 12.39,
  "spin_multiplicity": 1,
  "charge": 0,
  "lumo_ev": 1.17,
  "e_homo_ev": -11.2,
  "de_lowest_kcal_mol": 8.8,
  "smiles": "CCC.CC"
}

---

{
  "formula": "C5H14",
  "method": "the ωB97M-V functional and the def2-TZVPD basis",
  "species": ["C", "C", "C", "H", "H", "H", "H", "H", "H", "H", "H", "C", "C", "H", "H", "H", "H", "H", "H"],
  "xyz": [[-1.51184, -0.28390, 1.25108], [-0.83398, -1.58127, 1.71669], [0.61816, -1.74608, 1.18605], [-1.80483, -0.31830, 0.20384], [-0.80128, 0.54085, 1.37114], [-2.38565, 0.02553, 1.82512], [-0.94082, -1.69026, 2.79082], [-1.34392, -2.44723, 1.28532], [0.56767, -2.33788, 0.28010], [1.04066, -0.75798, 0.95549], [1.22956, -1.95458, 2.06783], [0.46286, 2.20211, -1.45599], [1.09513, 1.03262, -2.26124], [-0.31428, 2.57469, -2.12355], [0.05777, 1.79015, -0.54211], [1.23693, 2.92323, -1.20537], [0.37076, 0.34062, -2.67297], [1.55016, 0.29248, -1.58685], [1.70694, 1.39520, -3.08540]],
  "forces_ev_per_angstrom": [[0.39, 0.25, 0.20], [-0.37, -0.19, -0.99], [-0.70, 2.00, 1.32], [0.07, -0.03, -0.12], [-0.03, -0.01, -0.11], [-0.12, -0.38, 0.07], [0.36, 0.09, 0.20], [-0.45, 0.12, 0.26], [0.85, -0.47, 0.30], [-0.31, -0.03, -0.48], [0.31, -1.33, -0.66], [0.46, -1.41, -1.12], [-0.31, -0.53, 0.91], [-0.05, 0.66, 0.55], [-0.38, 0.19, 0.20], [-0.23, 0.27, -0.09], [-0.78, 0.40, -0.50], [0.96, 0.68, -0.17], [0.34, -0.26, 0.24]],
  "gap_ev": 12.46,
  "spin_multiplicity": 1,
  "charge": 0,
  "lumo_ev": 1.13,
  "e_homo_ev": -11.3,
  "de_lowest_kcal_mol": 17.0,
  "smiles": "CCC.CC"
}

---

{
  "formula": "C5H14",
  "method": "the ωB97M-V functional and the def2-TZVPD basis",
  "species": ["C", "C", "C", "H", "H", "H", "H", "H", "H", "H", "H", "C", "C", "H", "H", "H", "H", "H", "H"],
  "xyz": [[-0.01011, 0.89891, 0.97038], [0.43936, -0.36138, 1.62034], [-0.44080, -0.65295, 2.86498], [-1.07197, 0.91393, 0.55932], [0.62287, 1.06333, 0.10450], [0.12542, 1.72620, 1.58299], [0.30790, -1.14349, 0.92321], [1.48743, -0.19133, 1.89547], [-0.29795, 0.01808, 3.72348], [-1.54740, -0.53436, 2.75644], [-0.29548, -1.67827, 3.16765], [-0.44129, -0.30692, -1.94852], [0.49735, 0.30534, -3.02867], [-1.44138, 0.09383, -1.93332], [-0.61690, -1.25842, -2.29187], [0.08092, -0.29604, -0.90497], [1.03833, 1.29170, -2.91469], [1.48010, -0.16268, -3.09574], [0.08360, 0.27450, -4.05098]],
  "forces_ev_per_angstrom": [[-1.14, -0.07, -2.25], [-1.26, 1.02, 1.88], [-0.61, 0.15, 0.22], [1.20, -0.24, 0.78], [0.10, 0.43, -0.16], [0.08, 1.59, 1.35], [0.30, -1.19, -0.61], [-0.15, -0.62, 0.04], [0.70, -0.17, -0.22], [0.76, -0.17, -0.82], [0.12, -0.30, 0.46], [2.41, 2.05, 1.10], [1.25, 1.08, -0.32], [-0.13, 0.88, 0.32], [-0.10, -2.71, -0.36], [-1.40, -0.34, -2.41], [-1.83, -0.06, 0.45], [-0.30, -1.41, 0.06], [-0.01, 0.08, 0.51]],
  "gap_ev": 12.40,
  "spin_multiplicity": 1,
  "charge": 0,
  "lumo_ev": 1.16,
  "e_homo_ev": -11.2,
  "de_lowest_kcal_mol": 27.8,
  "smiles": "CCC.CC"
}

---

{
  "formula": "C5H14",
  "method": "the ωB97M-V functional and the def2-TZVPD basis",
  "species": ["C", "C", "C", "H", "H", "H", "H", "H", "H", "H", "H", "C", "C", "H", "H", "H", "H", "H", "H"],
  "xyz": [[2.00143, -0.57756, -0.97782], [0.86386, -1.13815, -0.11828], [1.16188, -1.37508, 1.34565], [2.62554, -1.39461, -1.36047], [2.70874, 0.01931, -0.39495], [1.66174, -0.00077, -1.83502], [0.08508, -0.37065, -0.13838], [0.49722, -2.01626, -0.65107], [1.76817, -0.55323, 1.73607], [0.22173, -1.50395, 1.87776], [1.78178, -2.23962, 1.60453], [-2.06667, 1.23502, 0.58524], [-1.82345, 1.50980, -0.87842], [-1.50697, 0.34422, 0.86628], [-1.59891, 1.98731, 1.23889], [-3.09372, 1.21482, 0.93867], [-0.74642, 1.48374, -1.04959], [-2.46971, 0.88012, -1.49247], [-2.07132, 2.49554, -1.29659]],
  "forces_ev_per_angstrom": [[0.95, -0.66, 0.35], [0.02, 0.76, -0.76], [0.68, -0.39, 0.22], [-0.13, 0.05, -0.09], [-0.26, 0.28, 0.02], [-0.14, 0.03, 0.04], [-0.14, -0.33, -0.10], [-0.33, -0.09, 0.33], [-0.51, 0.29, 0.16], [0.07, 0.23, 0.30], [-0.14, -0.24, -0.50], [0.71, 0.92, 1.06], [-0.43, 0.89, -0.56], [-0.55, -0.39, 0.03], [-0.02, 0.15, -0.35], [-0.19, -0.39, -0.36], [-0.12, -0.74, -0.47], [0.76, -0.58, -0.16], [-0.27, 0.21, 0.85]],
  "gap_ev": 12.33,
  "spin_multiplicity": 1,
  "charge": 0,
  "lumo_ev": 1.13,
  "e_homo_ev": -11.2,
  "de_lowest_kcal_mol": 10.8,
  "smiles": "CCC.CC"
}